(i)
Computed, not measured: one molecule with the formula C7H9N, with wB97M-V/def2-TZVPD.

The geometry in ORCA input format:
```
! wB97M-V def2-TZVPD RIJCOSX def2/J DEFGRID3
* xyz 0 1
C 2.105 0.890 0.097
C 2.490 -0.393 -0.127
C 1.050 -1.165 -0.091
C 0.020 -0.024 0.020
C -1.189 -0.219 -0.447
C -2.399 0.614 -0.332
N -2.525 -0.517 0.602
C 0.686 1.197 0.124
H 3.043 1.541 0.226
H 3.256 -0.962 0.275
H 0.812 -2.176 -0.834
H 0.978 -1.697 1.071
H -1.132 -1.010 -1.190
H -2.182 1.583 0.258
H -3.049 0.687 -1.246
H -2.163 -0.459 1.454
H 0.198 2.112 0.141
*
```

Values from the calculation:
- SMILES = C1=CCC([C@@H]2CN2)=C1
- highest occupied orbital energy (eV) = -8.144

***

(ii)
Computed, not measured: a 2-piece molecular cluster, C7H9N overall, with wB97M-V/def2-TZVPD.

The geometry in ORCA input format:
```
! wB97M-V def2-TZVPD RIJCOSX def2/J DEFGRID3
* xyz 0 1
C -1.052 0.967 -0.448
C -2.285 1.050 0.092
C -2.965 -0.201 0.395
N -2.288 -1.257 0.176
C -1.027 -1.322 -0.348
C -0.363 -0.198 -0.531
H -0.588 1.949 -0.482
H -2.753 2.134 0.241
H -3.812 -0.273 1.247
H -0.531 -2.221 -0.573
H 0.788 -0.141 -0.767
C 2.469 -0.120 -0.387
C 3.283 -0.067 0.603
H 2.180 -1.049 -0.963
H 1.937 0.854 -0.706
H 3.472 -0.974 1.239
H 3.534 0.868 1.211
*
```

Values from the calculation:
- SMILES = c1ccncc1.C=C
- highest occupied orbital energy (eV) = -9.017

***

(iii)
Computed, not measured: one molecule with the formula C7H9N, with wB97M-V/def2-TZVPD.

The geometry in ORCA input format:
```
! wB97M-V def2-TZVPD RIJCOSX def2/J DEFGRID3
* xyz 0 1
C 0.502 -2.164 -0.257
C -0.142 -1.029 -0.051
C -1.584 -0.674 -0.138
C -1.807 0.666 -0.212
C -0.591 1.397 0.078
C 0.289 1.105 1.400
C 0.521 0.320 0.018
N 1.815 0.315 -0.847
H 0.206 -3.301 -0.547
H 1.721 -2.097 -0.109
H -2.328 -1.515 -0.107
H -2.879 0.988 -0.363
H -0.424 2.416 -0.197
H -0.380 0.370 1.987
H 0.838 1.905 1.796
H 2.567 1.096 -0.654
H 1.675 0.202 -1.797
*
```

Values from the calculation:
- SMILES = C=C1C=C[C@H]2C[C@@]12N
- highest occupied orbital energy (eV) = -8.207

***

Which structure above is the least stable one? (i) is the least stable one.